Below is a cluster of 9 separate species, C45H106O11P in total, with properties calculated with the ωB97M-V functional and the def2-TZVPD basis.

Computed properties:
Electronic energy = -2946.8032 a.u.
Net charge = -1
Spin multiplicity = 1
Orbital gap = 6.08 eV
Energy above the lowest of the compared OMol25 structures with the same formula, charge and spin = 3.303 eV
HOMO level = -4.04 eV
LUMO = 2.04 eV

Structure (XYZ):
```
163
C45H106O11P | the Open Molecules 2025 dataset | the ωB97M-V functional and the def2-TZVPD basis
C -0.7184 -0.1587 2.8573
C -0.7421 -0.9115 1.7863
C -0.8425 -1.5244 0.2786
C -0.0149 -0.6249 -0.8056
C -1.0970 0.1154 -1.8000
P -1.6896 1.8309 -1.0916
C -2.0780 3.5135 -0.2138
C -0.1229 2.6998 -1.8330
C 1.1187 2.7862 -0.8110
C 2.0601 4.0946 -1.0047
C 3.5202 3.8394 -0.3263
C 3.4298 3.0721 1.0938
C 4.8954 2.8626 1.8057
C 4.8275 1.4777 2.6702
C 3.9131 1.6258 4.0135
C -3.2270 1.0473 -0.2191
C -4.5714 1.9286 -0.2234
O -4.8400 2.3841 1.1532
C -6.2035 2.7467 1.3451
C -6.5221 4.2421 1.9296
O -7.2098 1.9972 1.1555
O -2.5343 2.3011 -2.5077
C -3.2462 1.3798 -3.2831
C -2.4938 1.0372 -4.7109
C -2.8418 -0.5152 -5.1027
H -0.5952 0.6236 3.6824
H -0.4425 -2.6197 0.2870
H -1.9744 -1.5874 0.0261
H 0.6885 0.1056 -0.2767
H 0.6416 -1.3158 -1.4759
H -1.9368 -0.6561 -1.9174
H -0.5855 0.2071 -2.8289
H -0.9410 1.4829 0.0851
H -2.3985 3.2875 0.8866
H -1.1718 4.2132 -0.1293
H -2.8924 4.1119 -0.7898
H 0.2624 2.2074 -2.8010
H -0.3915 3.7966 -2.1349
H 1.8254 1.8732 -0.9013
H 0.7418 2.8104 0.2729
H 2.1805 4.4167 -2.1105
H 1.5973 4.9916 -0.4200
H 4.0316 4.8715 -0.1364
H 4.2169 3.2690 -1.0602
H 2.9905 2.0053 1.0076
H 2.8231 3.7080 1.8367
H 5.1682 3.7398 2.4992
H 5.7411 2.7184 1.0416
H 5.8843 1.1282 2.9890
H 4.3729 0.6290 2.0462
H 4.5154 1.2838 4.9329
H 3.5587 2.7020 4.2069
H 2.9779 0.9334 3.9495
H -2.9295 0.9184 0.9030
H -3.5025 0.0011 -0.5931
H -5.4439 1.1918 -0.4738
H -4.6378 2.7542 -1.0151
H -5.5266 4.7608 2.1681
H -7.0708 4.0561 2.9418
H -7.2191 4.8395 1.2410
H -4.2237 1.9200 -3.6481
H -3.6190 0.3908 -2.8554
H -2.9196 1.6813 -5.5814
H -1.3633 1.2238 -4.6544
H -3.9396 -0.5976 -5.4795
H -2.1718 -0.9220 -5.9459
H -2.7331 -1.2289 -4.2091
C -1.3778 1.6275 6.9051
C -0.8664 0.1953 6.9043
C -1.3414 -0.5635 8.1333
O 0.5591 0.2019 6.8735
H -1.0082 2.1740 7.7794
H -1.0189 2.1642 6.0222
H -2.4708 1.6565 6.9118
H -1.2096 -0.3169 6.0006
H -0.9706 -0.0936 9.0506
H -0.9566 -1.5873 8.1249
H -2.4334 -0.6005 8.1770
H 0.8725 0.6535 7.6698
C -3.0119 -4.4935 3.6439
C -1.6844 -5.1235 3.2509
C -0.5525 -4.6302 4.1396
O -1.3929 -4.8035 1.8924
H -2.9723 -3.4052 3.5375
H -3.8143 -4.8463 2.9895
H -3.2729 -4.7340 4.6786
H -1.7590 -6.2131 3.3205
H -0.4295 -3.5458 4.0508
H 0.3973 -5.0811 3.8383
H -0.7390 -4.8755 5.1891
H -1.3247 -3.8400 1.8208
C 4.5452 -5.6540 6.1134
C 3.5140 -5.6623 4.9957
C 4.1299 -6.1035 3.6773
O 2.9656 -4.3558 4.8480
H 5.3570 -4.9536 5.8905
H 4.0914 -5.3237 7.0522
H 4.9738 -6.6491 6.2628
H 2.6908 -6.3331 5.2599
H 4.9274 -5.4186 3.3701
H 3.3803 -6.0935 2.8807
H 4.5461 -7.1121 3.7536
H 3.6873 -3.7539 4.6137
C -0.3176 -3.6334 -6.6372
C 0.3377 -3.3553 -5.2933
C 1.0438 -4.5901 -4.7555
O -0.6539 -2.9336 -4.3614
H -1.0746 -4.4197 -6.5477
H -0.8310 -2.7409 -7.0061
H 0.4221 -3.9440 -7.3806
H 1.0562 -2.5368 -5.3969
H 0.3343 -5.4097 -4.6004
H 1.5001 -4.3791 -3.7841
H 1.8243 -4.9296 -5.4424
H -1.2952 -3.6516 -4.2623
C 2.0247 5.3228 -6.8004
C 2.6790 5.5986 -5.4560
C 3.3638 4.3560 -4.9100
O 1.6893 6.0401 -4.5292
H 1.2567 4.5489 -6.7094
H 1.5255 6.2203 -7.1768
H 2.7620 4.9970 -7.5388
H 3.4102 6.4060 -5.5607
H 2.6413 3.5481 -4.7539
H 3.8196 4.5644 -3.9376
H 4.1418 4.0018 -5.5924
H 1.0365 5.3317 -4.4288
C -0.1392 1.6441 -8.6784
C -0.4384 3.1288 -8.8135
C -1.4000 3.3979 -9.9601
O 0.7782 3.8388 -9.0388
H 0.3326 1.2562 -9.5878
H 0.5620 1.4667 -7.8581
H -1.0520 1.0731 -8.4880
H -0.8662 3.5040 -7.8791
H -0.9723 3.0712 -10.9140
H -1.5970 4.4699 -10.0528
H -2.3506 2.8794 -9.8082
H 1.1652 3.5141 -9.8641
C 6.4817 -3.9478 1.5960
C 5.6278 -3.0386 2.4658
C 6.1359 -1.6052 2.4351
O 5.6426 -3.5187 3.8098
H 7.5174 -3.9692 1.9518
H 6.1122 -4.9766 1.6367
H 6.4774 -3.6155 0.5544
H 4.5902 -3.0681 2.1208
H 7.1597 -1.5445 2.8200
H 5.5207 -0.9668 3.0730
H 6.1208 -1.2028 1.4186
H 6.5573 -3.4963 4.1244
C -7.3728 -1.0419 3.8246
C -6.0530 -1.6869 3.4289
C -4.9162 -1.2032 4.3172
O -5.7610 -1.3700 2.0706
H -7.3165 0.0462 3.7161
H -8.1806 -1.3845 3.1717
H -7.6370 -1.2772 4.8597
H -6.1378 -2.7758 3.4979
H -4.7859 -0.1197 4.2268
H -3.9703 -1.6608 4.0164
H -5.1041 -1.4464 5.3671
H -5.6834 -0.4068 1.9972
```